DFT (wB97M-V/def2-TZVPD) results for 12 unconnected molecules or ions with the total composition H24O12 in a non-equilibrium geometry.

Structure (XYZ):
```
36
Properties=species:S:1:pos:R:3:forces:R:3:mulliken_charge:R:1
H 0.50792 -0.20727 -0.23433 -0.42 -0.20 -0.04 0.328
H -0.31356 -0.84087 0.87642 0.02 -0.12 -0.19 0.241
H -4.26824 0.07061 0.46705 0.29 0.00 0.11 0.298
H -5.09968 1.33084 0.64195 -0.23 -0.15 0.25 0.320
H 1.86349 1.58201 -4.87904 0.06 0.08 -0.02 0.320
H 2.48323 1.89684 -3.52742 0.07 0.14 -0.07 0.314
H 1.22824 0.08212 1.95949 0.02 -0.09 -0.21 0.357
H 2.42461 -0.79070 2.30144 0.29 0.30 -0.13 0.213
H -2.35741 2.38029 -0.80024 0.51 -0.07 0.65 0.260
H -3.16805 2.16752 0.46768 0.78 -0.05 -0.12 0.315
H -0.47626 0.97574 -2.55127 -0.01 -0.23 0.19 0.289
H 0.92155 0.94268 -1.95540 -0.07 0.14 -0.09 0.279
H 2.81327 -2.75781 -1.99844 -0.03 0.00 -0.01 0.335
H 3.43872 -4.12228 -2.23731 -0.01 0.09 -0.08 0.315
H -2.89088 -1.07069 -2.20976 0.54 -0.11 -0.16 0.355
H -2.45739 -1.50727 -3.59955 -0.01 -0.02 0.17 0.286
H 1.28873 -1.71694 4.24797 -0.12 -0.25 0.10 0.398
H 0.50226 -1.24308 5.45916 0.32 -0.29 0.09 0.288
H -0.77691 -0.33362 4.29576 -0.18 0.25 -0.31 0.256
H 0.63894 -0.01155 3.84666 -0.14 0.12 0.18 0.387
H 4.84168 -0.07522 2.14410 0.08 0.06 -0.11 0.304
H 4.25182 1.31978 2.27087 0.01 0.00 -0.10 0.314
H -3.74935 0.70951 -1.92459 -0.02 0.25 0.05 0.266
H -2.73987 1.72714 -2.42998 -0.08 -0.18 -0.23 0.340
O 0.19901 -1.06060 0.09030 -1.29 -0.40 -0.92 -0.623
O -4.20975 0.98364 0.77028 -2.79 -1.12 0.74 -0.627
O 2.06929 2.31660 -4.28995 -0.07 -0.23 0.04 -0.632
O 1.84994 -0.54216 1.56866 0.95 0.10 1.38 -0.532
O -2.33803 1.91864 0.04563 1.71 2.20 0.31 -0.545
O 0.00241 1.12238 -1.72765 0.36 0.28 -0.26 -0.543
O 3.34758 -3.24826 -2.63323 -0.01 -0.07 0.12 -0.648
O -2.57683 -1.83756 -2.70198 -0.28 -0.30 -0.18 -0.626
O 1.40193 -1.33588 5.12602 0.56 -0.18 0.49 -0.671
O -0.22352 -0.27777 3.50860 -0.64 0.34 -0.37 -0.672
O 4.37304 0.60030 1.64107 0.37 0.09 0.27 -0.607
O -2.80196 0.85288 -2.02897 -0.56 -0.38 -1.54 -0.652
```
Positions in Å, forces in eV/Å.

Computed properties:
Energy above the lowest of the compared OMol25 structures with the same formula, charge and spin: 128.3 kcal/mol
2S+1: 1
Highest occupied orbital energy: -8.99 eV
Kohn-Sham gap: 8.96 eV